A structure of composition C6H9OPS at a distorted geometry. Source: the Open Molecules 2025 dataset; level of theory: the ωB97M-V functional and the def2-TZVPD basis.

Results
M: 160.18 g/mol
energy above the lowest of the compared OMol25 structures with the same formula, charge and spin: 113.98 kcal/mol
E_HOMO (spin up / spin down): -6.86 / -6.87 eV
lowest unoccupied orbital energy (spin up / spin down): -0.005 / -0.004 Eh
HOMO-LUMO gap (spin up / spin down): 0.2469 / 0.2480 Ha

```
18
C6H9OPS | the Open Molecules 2025 dataset | the ωB97M-V functional and the def2-TZVPD basis
C 0.25 0.06 0.42
C -0.86 -0.65 0.73
C 0.53 0.40 -0.94
C -2.08 0.02 -2.13
C 1.13 0.59 1.51
C 1.92 0.80 -1.29
O -1.29 -1.01 1.99
P -2.05 -0.93 -0.53
S -0.54 0.58 -2.30
H 0.64 1.47 1.68
H 1.04 0.01 2.33
H 2.13 0.61 1.26
H 2.28 1.78 -0.99
H 2.66 0.05 -0.87
H 1.96 0.88 -2.46
H -2.10 -1.50 2.00
H -2.37 -2.40 -0.56
H -3.24 -0.75 0.15
```

Results of the Löwdin charge analysis, in e, for atoms 1 through 2: -0.301 -0.485

A structure of composition C6H9P at a distorted geometry. Source: the Open Molecules 2025 dataset; level of theory: the ωB97M-V functional and the def2-TZVPD basis.

Results
M: 112.11 g/mol
energy above the lowest of the compared OMol25 structures with the same formula, charge and spin: 61.57 kcal/mol
E_HOMO: -8.44 eV
lowest unoccupied orbital energy: 0.033 Eh
HOMO-LUMO gap: 0.3429 Ha

```
16
C6H9P | the Open Molecules 2025 dataset | the ωB97M-V functional and the def2-TZVPD basis
C 0.19 0.34 1.54
C 0.25 0.76 0.29
C 0.68 -0.19 -0.89
C -0.99 -1.96 0.11
C 0.29 -1.60 -0.52
C -0.03 2.21 -0.03
P 0.47 -2.01 1.28
H -0.13 0.44 2.47
H 0.03 0.07 -1.77
H 1.72 -0.03 -1.24
H -1.55 -1.07 0.43
H -1.48 -2.81 -0.19
H 0.79 -2.28 -1.15
H 0.74 2.83 0.23
H -0.79 2.78 0.52
H -0.19 2.51 -1.08
```

Results of the Löwdin charge analysis, in e, for atoms 1 through 2: -0.009 -0.366

An isolated molecule of C6H9PS3 at a distorted geometry. Source: the Open Molecules 2025 dataset; level of theory: the ωB97M-V functional and the def2-TZVPD basis.

Results
M: 208.31 g/mol
E_HOMO (spin up / spin down): -8.38 / -8.38 eV
lowest unoccupied orbital energy (spin up / spin down): -0.028 / -0.028 Eh
HOMO-LUMO gap (spin up / spin down): 0.2804 / 0.2803 Ha

```
19
C6H9PS3 | the Open Molecules 2025 dataset | the ωB97M-V functional and the def2-TZVPD basis
C -2.94 1.33 -0.95
C -2.40 0.48 -0.31
C -1.05 -0.33 1.52
C -1.32 -1.78 -0.49
C -1.96 -0.77 0.43
C 3.42 1.69 -0.35
P 1.20 -0.44 0.13
S 2.73 -1.51 0.49
S 0.08 -1.22 -1.47
S 1.60 1.64 -0.31
H -3.39 2.18 -1.40
H -1.03 0.77 1.89
H -1.00 -1.04 2.34
H -0.82 -2.65 0.01
H -1.95 -2.26 -1.22
H -2.89 -1.24 0.76
H 3.93 0.92 0.27
H 3.89 2.70 -0.07
H 3.90 1.54 -1.27
```

Results of the Löwdin charge analysis, in e, for atoms 1 through 2: 0.127 -0.133

The ion C6HF13NO2S with charge -1 at a distorted geometry. Source: the Open Molecules 2025 dataset; level of theory: the ωB97M-V functional and the def2-TZVPD basis.

Results
M: 398.12 g/mol
SMILES string: N=[S@@](=O)([O-])C(F)(F)C(F)(F)C(F)(F)C(F)(F)C(F)(F)C(F)(F)F
net charge: -1
energy above the lowest of the compared OMol25 structures with the same formula, charge and spin: 7.97 kcal/mol
E_HOMO: -3.51 eV
lowest unoccupied orbital energy: 0.102 Eh
HOMO-LUMO gap: 0.2305 Ha

```
24
C6HF13NO2S | the Open Molecules 2025 dataset | the ωB97M-V functional and the def2-TZVPD basis
O -0.59 2.70 3.34
O -2.31 1.41 4.42
F 1.00 -1.29 -4.50
F 2.46 0.06 -3.69
F 2.85 -2.01 -3.81
F 2.76 -1.51 -1.27
F 1.04 -2.63 -2.11
F -0.60 -0.68 -2.19
F 0.92 0.89 -1.73
F -0.29 -1.87 0.35
F 1.49 -0.84 0.77
F 0.35 1.55 0.93
F -1.51 0.88 -0.04
F -0.13 -0.42 2.93
F -2.06 -0.83 2.12
N -2.94 2.57 2.28
C 1.89 -1.12 -3.54
C 1.62 -1.36 -2.06
C 0.53 -0.40 -1.40
C 0.25 -0.67 0.17
C -0.54 0.57 0.82
C -1.10 0.18 2.21
S -1.66 1.65 3.13
H -3.41 3.17 2.87
```

Results of the Löwdin charge analysis, in e, for atoms 1 through 2: -0.405 -0.399

Which formula does entry 1 have?
C6H9OPS

Number 4 is which compound?
C6HF13NO2S

Which value of M does entry 3 give?
208.31 g/mol

Among the records above, which one has the lowest M?
C6H9P